No. 1
{
  "formula": "C8H12B3F12KO6",
  "method": "ωB97M-V with the def2-TZVPD basis set",
  "total_charge": -2,
  "homo_lumo_gap_ev": 9.3,
  "e_tot_ha": -2637.293666,
  "e_homo_ha": -0.200,
  "elements": ["K", "B", "F", "F", "F", "F", "B", "F", "F", "F", "F", "B", "F", "F", "F", "F", "C", "C", "C", "O", "C", "O", "O", "H", "H", "H", "H", "H", "H", "C", "C", "C", "O", "C", "O", "O", "H", "H", "H", "H", "H", "H"],
  "xyz": [[-0.0790, -1.8576, 1.5416], [1.7953, 1.1317, 2.6894], [1.7519, -0.2854, 2.6577], [1.5992, 1.6354, 1.3788], [0.7541, 1.6478, 3.4887], [3.0245, 1.5696, 3.2065], [2.7394, -2.4858, -0.3899], [3.8980, -2.1193, -1.0924], [2.1491, -3.6391, -0.9715], [2.9649, -2.6927, 0.9705], [1.7810, -1.4137, -0.5111], [-0.3918, -3.2208, 4.8276], [-1.5663, -2.4766, 4.6238], [0.2750, -3.4668, 3.6025], [0.5159, -2.5409, 5.6754], [-0.7367, -4.4566, 5.4514], [-1.2873, -2.3733, -5.3277], [-0.5535, -1.8761, -4.0848], [-0.4778, -0.3629, -3.8944], [-0.7737, -0.1595, -2.5229], [-1.1465, -1.3204, -1.9562], [-1.3753, -1.4716, -0.8103], [-1.2156, -2.3111, -2.8922], [-1.7755, -3.3195, -5.1097], [-0.5791, -2.5086, -6.1445], [-2.0299, -1.6342, -5.6357], [0.4438, -2.3228, -4.0604], [-1.2286, 0.1832, -4.4716], [0.5166, -0.0182, -4.1767], [-0.2340, 4.4672, -0.1322], [-0.1795, 3.3704, 0.8982], [-0.8942, 3.6697, 2.2076], [-1.5385, 2.4636, 2.5418], [-1.4891, 1.6217, 1.4923], [-1.8427, 0.4896, 1.5107], [-0.9534, 2.2461, 0.4155], [-1.2379, 4.9171, -0.1280], [-0.0430, 4.1660, -1.1583], [0.4370, 5.2897, 0.1336], [0.8275, 2.9846, 1.0630], [-1.6147, 4.4929, 2.0825], [-0.2296, 3.9871, 3.0112]]
}

***

No. 2
{
  "formula": "C4H12",
  "method": "ωB97M-V with the def2-TZVPD basis set",
  "total_charge": 0,
  "homo_lumo_gap_ev": 12.7,
  "smiles": "CC.CC",
  "e_tot_ha": -159.579319,
  "e_homo_ha": -0.424,
  "elements": ["C", "C", "H", "H", "H", "H", "H", "H", "C", "C", "H", "H", "H", "H", "H", "H"],
  "xyz": [[0.4632, 2.1286, -1.3174], [0.6232, 0.8755, -2.1924], [-0.4913, 2.1478, -0.7984], [1.2657, 2.1683, -0.5864], [0.5347, 3.0294, -1.9217], [1.6606, 0.5416, -2.1879], [0.2908, 1.0451, -3.2214], [0.0151, 0.0452, -1.8139], [-0.0370, -1.2536, 1.2594], [-1.0706, -1.7032, 2.2617], [0.7850, -1.9708, 1.2077], [-0.4035, -1.3248, 0.2252], [0.3626, -0.2538, 1.3885], [-1.8857, -0.9969, 2.3918], [-0.6517, -1.7843, 3.2737], [-1.4611, -2.6944, 2.0316]]
}

***

No. 3
{
  "formula": "C24H32N4O3S",
  "method": "ωB97M-V with the def2-TZVPD basis set",
  "total_charge": 0,
  "homo_lumo_gap_ev": 9.7,
  "smiles": "CCCCN(C(=O)CNC(=O)c1cccs1)[C@@H](C(=O)NC1CCCCC1)c1cccnc1",
  "e_tot_ha": -1776.744079,
  "e_homo_ha": -0.337,
  "elements": ["C", "C", "C", "C", "N", "C", "O", "C", "N", "C", "O", "C", "C", "C", "C", "S", "C", "C", "O", "N", "C", "C", "C", "C", "C", "C", "C", "C", "C", "C", "N", "C", "H", "H", "H", "H", "H", "H", "H", "H", "H", "H", "H", "H", "H", "H", "H", "H", "H", "H", "H", "H", "H", "H", "H", "H", "H", "H", "H", "H", "H", "H", "H", "H"],
  "xyz": [[-0.7513, -4.5995, 1.4967], [-1.7647, -3.4780, 1.2956], [-2.3967, -3.4885, -0.0972], [-1.4920, -2.8807, -1.1763], [-1.2954, -1.4551, -0.9848], [-0.1501, -0.8825, -0.5833], [-0.0617, 0.3167, -0.3319], [1.0876, -1.7562, -0.4329], [2.1990, -0.9093, -0.0874], [3.4648, -1.2383, -0.4379], [3.7454, -2.3130, -0.9391], [4.4851, -0.2260, -0.1330], [5.8223, -0.3419, -0.3974], [6.5641, 0.7840, 0.0066], [5.7856, 1.7429, 0.5748], [4.1316, 1.2937, 0.6273], [-2.4805, -0.6200, -1.2079], [-3.1808, -0.2676, 0.1294], [-4.2659, -0.7405, 0.4084], [-2.4834, 0.5700, 0.8969], [-2.8927, 0.9933, 2.2184], [-2.8201, 2.5190, 2.3283], [-1.3784, 3.0203, 2.2717], [-0.5382, 2.3627, 3.3622], [-0.5743, 0.8445, 3.2168], [-2.0128, 0.3381, 3.2898], [-2.1674, 0.5920, -2.0541], [-2.8231, 1.8044, -1.8768], [-2.5147, 2.8670, -2.7102], [-1.5644, 2.6754, -3.7002], [-0.9533, 1.5196, -3.8958], [-1.2500, 0.5120, -3.1001], [0.0445, -4.5624, 0.7560], [-0.2994, -4.5301, 2.4834], [-1.2413, -5.5670, 1.4145], [-2.5581, -3.5875, 2.0369], [-1.2922, -2.5078, 1.4700], [-2.6257, -4.5161, -0.3841], [-3.3360, -2.9357, -0.0652], [-1.9546, -3.0295, -2.1583], [-0.5292, -3.3864, -1.1829], [0.9289, -2.4989, 0.3583], [1.3275, -2.2838, -1.3635], [1.9445, 0.0420, 0.1529], [6.2383, -1.2144, -0.8671], [7.6277, 0.8779, -0.1187], [6.0823, 2.6945, 0.9698], [-3.1971, -1.2374, -1.7635], [-1.5712, 0.8698, 0.5679], [-3.9285, 0.6564, 2.3400], [-3.2699, 2.8169, 3.2775], [-3.4051, 2.9699, 1.5242], [-1.3683, 4.1049, 2.3978], [-0.9418, 2.7995, 1.2954], [0.4925, 2.7169, 3.2999], [-0.9315, 2.6425, 4.3427], [0.0163, 0.3794, 4.0089], [-0.1261, 0.5636, 2.2618], [-2.0413, -0.7463, 3.1638], [-2.4310, 0.5721, 4.2708], [-3.5696, 1.9148, -1.1041], [-3.0045, 3.8210, -2.5918], [-1.2822, 3.4733, -4.3739], [-0.7242, -0.4116, -3.3092]]
}

***

No. 4
{
  "formula": "C3H2BrNS",
  "method": "ωB97M-V with the def2-TZVPD basis set",
  "total_charge": 0,
  "homo_lumo_gap_ev": 8.8,
  "smiles": "S/C=N\\C#CBr",
  "e_tot_ha": -3142.322466,
  "e_homo_ha": -0.327,
  "elements": ["S", "C", "N", "C", "C", "Br", "H", "H"],
  "xyz": [[0.3688, 1.4864, 1.3913], [-0.4220, -0.0916, 1.5496], [-0.6071, -0.7686, 0.4786], [-0.2319, -0.5690, -0.8288], [0.1539, -0.9200, -1.9431], [1.3037, -0.6131, -3.1890], [0.0299, 1.6188, -0.0627], [-0.5954, -0.1429, 2.6042]]
}

***

No. 5
{
  "formula": "C10H25ClIN2P2Rh",
  "method": "ωB97M-V with the def2-TZVPD basis set",
  "total_charge": 2,
  "s_squared": 6.045,
  "homo_lumo_gap_ev": [6.1, 6.4],
  "e_tot_ha": -2055.773685,
  "e_homo_ha": [-0.525, -0.576],
  "spin_multiplicity": 5,
  "elements": ["C", "I", "H", "H", "H", "Rh", "P", "C", "C", "H", "H", "H", "H", "H", "H", "C", "H", "H", "H", "P", "C", "C", "H", "H", "H", "C", "H", "H", "H", "H", "H", "H", "Cl", "N", "C", "C", "N", "C", "H", "H", "H", "H"],
  "xyz": [[-0.7791, 0.2054, 1.0213], [1.1285, 1.4555, 2.3235], [-1.7957, -0.0253, -1.6284], [-0.7691, 1.3016, 0.6906], [-1.3080, -0.3870, 0.1571], [-0.2971, -0.3071, -2.1552], [0.3303, 2.2261, -0.8669], [0.2265, 3.6509, 0.3331], [2.0508, 2.5359, -1.4600], [2.2731, 3.6049, -1.5342], [-0.3666, 4.0730, -2.2607], [2.2174, 2.0398, -2.4420], [-0.2369, 2.5115, -3.1849], [0.8563, 3.4141, 1.2056], [2.7889, 2.1056, -0.7672], [-0.5762, 2.9938, -2.2652], [0.6407, 4.5424, -0.1222], [-1.6444, 2.8044, -2.0880], [-0.7998, 3.7835, 0.6385], [0.2329, -2.3285, -0.9474], [0.1282, -3.6797, 0.3380], [-0.6154, -3.1597, -2.3278], [2.1971, -2.2230, -2.4119], [2.2084, -3.7656, -1.4349], [2.6569, -2.2000, -0.7423], [1.9670, -2.6978, -1.4378], [-0.2778, -2.7027, -3.2560], [-0.4246, -4.2309, -2.2986], [0.5126, -4.6212, -0.0682], [-0.8973, -3.8203, 0.6444], [-1.6788, -2.9515, -2.2072], [0.7343, -3.3996, 1.1967], [1.7697, -0.1166, -2.7911], [-1.3336, 0.6355, 4.3715], [-1.4852, -0.7299, 4.2707], [-1.3863, -1.1862, 2.9651], [-1.0929, -0.0544, 2.2896], [-1.0848, 1.1543, 3.0614], [-1.2537, 1.2807, 5.1491], [-1.4523, -1.4056, 5.0951], [-1.4647, -2.1406, 2.3518], [-1.8996, 1.8143, 2.5949]]
}

***

No. 6
{
  "formula": "C43H53N4OP2RuSSi2",
  "method": "ωB97M-V with the def2-TZVPD basis set",
  "total_charge": 0,
  "s_squared": 1.140,
  "homo_lumo_gap_ev": [5.2, 6.3],
  "e_tot_ha": -3719.369102,
  "e_homo_ha": [-0.206, -0.249],
  "spin_multiplicity": 2,
  "elements": ["Ru", "C", "Si", "C", "C", "N", "P", "C", "P", "N", "Si", "C", "C", "C", "C", "C", "C", "C", "C", "C", "C", "C", "C", "C", "C", "C", "C", "C", "C", "C", "C", "C", "C", "C", "C", "C", "C", "C", "H", "H", "H", "H", "H", "H", "H", "H", "H", "H", "H", "H", "H", "H", "H", "H", "H", "H", "H", "H", "H", "H", "H", "H", "H", "H", "H", "H", "H", "H", "H", "H", "H", "H", "H", "H", "H", "H", "C", "C", "N", "C", "C", "C", "S", "N", "C", "O", "C", "C", "C", "C", "C", "C", "H", "H", "H", "H", "H", "H", "H", "H", "H", "H", "H", "H", "H", "H", "H"],
  "xyz": [[0.0533, -0.1587, -0.3565], [-2.5559, 0.0631, 2.4780], [-0.8423, -0.6259, 3.0718], [-0.7146, 0.0324, 4.8095], [-0.9611, -2.4803, 3.1742], [0.2717, -0.1261, 1.8984], [1.8343, 0.1110, 1.5639], [2.0143, 0.5211, -0.0714], [2.2607, -0.0714, -1.6581], [0.7853, 0.0434, -2.2963], [0.0372, 0.2712, -3.8204], [-0.8246, 1.9220, -3.8500], [1.3070, 0.1806, -5.1872], [-1.1919, -1.1050, -4.0804], [3.3993, 1.0703, -2.5183], [2.8678, 2.3459, -2.7291], [3.6149, 3.3239, -3.3643], [4.9075, 3.0429, -3.7943], [5.4589, 1.7950, -3.5531], [4.7108, 0.8162, -2.9058], [2.7756, -1.7905, -2.0458], [3.5083, -2.1208, -3.1853], [3.7143, -3.4521, -3.5338], [3.1733, -4.4695, -2.7641], [2.4089, -4.1516, -1.6486], [2.2146, -2.8262, -1.2963], [2.8222, -1.2579, 2.2279], [2.7059, -1.5702, 3.5841], [3.3989, -2.6431, 4.1201], [4.2215, -3.4140, 3.3040], [4.3648, -3.0926, 1.9642], [3.6717, -2.0103, 1.4304], [2.4884, 1.5355, 2.4978], [1.8471, 2.0740, 3.6037], [2.3923, 3.1605, 4.2800], [3.5856, 3.7167, 3.8471], [4.2281, 3.1937, 2.7300], [3.6816, 2.1105, 2.0589], [-3.3980, -0.5749, 2.7478], [-1.4279, 0.0306, 0.7985], [-2.7349, 1.0550, 2.8885], [-1.4698, -0.4823, 5.4148], [-0.9211, 1.1038, 4.8629], [0.2553, -0.1540, 5.2765], [-1.8890, -2.8032, 3.6589], [-0.1234, -2.8868, 3.7495], [-0.9210, -2.9186, 2.1737], [-0.1793, 2.6892, -4.2889], [-1.0686, 2.2115, -2.8246], [-1.7535, 1.8972, -4.4296], [2.1331, 0.8773, -5.0290], [0.8393, 0.4292, -6.1465], [1.7158, -0.8313, -5.2710], [-2.0578, -0.9963, -3.4199], [-0.7152, -2.0652, -3.8605], [-1.5578, -1.1289, -5.1124], [1.8593, 2.5578, -2.3905], [3.1917, 4.3083, -3.5224], [5.4878, 3.8017, -4.3044], [6.4728, 1.5791, -3.8660], [5.1721, -0.1375, -2.6867], [3.8858, -1.3458, -3.8357], [4.2940, -3.6901, -4.4168], [3.3318, -5.5048, -3.0399], [1.9610, -4.9383, -1.0537], [1.6084, -2.5846, -0.4305], [2.0715, -0.9659, 4.2239], [3.3040, -2.8788, 5.1730], [4.7600, -4.2564, 3.7202], [5.0153, -3.6812, 1.3289], [3.7990, -1.7469, 0.3912], [0.9063, 1.6584, 3.9273], [1.8795, 3.5756, 5.1388], [4.0112, 4.5635, 4.3714], [5.1495, 3.6392, 2.3759], [4.1668, 1.7146, 1.1733], [-4.8134, -3.2641, -1.1875], [-4.5095, -2.8139, 0.2377], [-4.2227, -1.3829, 0.4012], [-5.3417, -0.4754, 0.0692], [-6.5250, -0.6122, 1.0089], [-2.9678, -0.9438, 0.1909], [-1.7425, -1.7669, -0.5234], [-2.4752, 0.1937, 0.9844], [-2.4457, 1.5213, 0.2755], [-1.3750, 1.6172, -0.4198], [-3.4225, 2.5309, 0.5079], [-4.5199, 2.4187, 1.3957], [-5.4256, 3.4561, 1.5407], [-5.2797, 4.6375, 0.8225], [-4.1878, 4.7725, -0.0369], [-3.2706, 3.7534, -0.1905], [-4.9575, -4.3449, -1.2002], [-3.9933, -3.0232, -1.8622], [-5.7242, -2.8020, -1.5700], [-3.6526, -3.3575, 0.6338], [-5.3623, -3.0278, 0.8823], [-5.6444, -0.6701, -0.9631], [-4.9648, 0.5421, 0.0931], [-7.0677, -1.5464, 0.8585], [-7.2203, 0.2091, 0.8360], [-6.2006, -0.5697, 2.0505], [-4.6585, 1.5239, 1.9884], [-6.2521, 3.3436, 2.2320], [-5.9983, 5.4385, 0.9320], [-4.0512, 5.6936, -0.5909], [-2.4177, 3.8648, -0.8472]]
}

***

> Number 4 is which compound?

C3H2BrNS